1.
C5H8N2O2S | wB97M-V/def2-TZVPD

Calculated values
- total charge = 0
- SMILES = [O-]/[N+]1=N\CCCCC(=S)O1
- E_HOMO (Eh) = -0.3392
- total energy (Eh) = -853.29664
- ΔE to the lowest compared entry with this formula, charge and spin (kcal per mole) = 154.83
- HOMO-LUMO gap (eV) = 9.02
- 2S+1 = 1

The geometry in XYZ format:
```
18
Properties=species:S:1:pos:R:3:forces:R:3
S -2.789 1.550 -0.485 -1.1 0.4 -0.5
O -2.150 -0.794 0.488 -1.2 0.3 0.3
O -0.813 -2.546 0.624 0.0 0.0 0.3
N -0.515 -0.917 -0.900 -0.8 0.4 -0.7
N -1.064 -1.509 0.047 1.4 -0.4 -0.7
C 0.899 -1.037 -1.141 -0.6 -0.9 -3.0
C 1.479 -0.115 -0.140 -1.6 1.9 -0.7
C 0.617 1.167 0.091 1.9 -0.7 2.6
C -0.582 1.047 0.996 -0.6 0.4 1.7
C -1.854 0.571 0.316 1.0 0.1 0.8
H 1.141 -0.796 -2.246 -0.8 0.3 1.7
H 1.236 -2.057 -1.119 0.4 -0.6 0.7
H -0.743 2.035 1.566 -0.3 -1.2 -1.4
H -0.296 0.425 1.867 -0.3 -0.4 -0.5
H 0.458 1.517 -0.835 -1.5 1.6 -3.4
H 1.416 -0.637 0.726 0.7 -1.6 3.0
H 1.123 1.983 0.602 1.1 -0.3 -0.2
H 2.437 0.112 -0.458 2.1 0.6 -0.1
```
Forces are in eV/Å.

These are the Löwdin partial charges, in e, on atoms 1 to 6: number 1, S, carries 0.8402; number 2, O, carries -0.0051; number 3, O, carries 0.0921; number 4, N, carries 0.0866; number 5, N, carries -0.3418; number 6, C, carries -0.1842

***

2.
C5H8N2O3 | wB97M-V/def2-TZVPD

Calculated values
- total charge = 0
- SMILES = CCC[C@@H](C#N)O[N+](=O)[O-]
- E_HOMO (Eh) = -0.4195
- total energy (Eh) = -530.34024
- ΔE to the lowest compared entry with this formula, charge and spin (kcal per mole) = 148.77
- HOMO-LUMO gap (eV) = 11.72
- 2S+1 = 1

The geometry in XYZ format:
```
18
Properties=species:S:1:pos:R:3:forces:R:3
O -4.225 -1.149 -0.566 -1.2 -1.0 -1.6
O -2.221 -0.474 -0.438 2.8 0.4 1.2
O -3.648 -0.236 1.249 0.6 0.7 1.5
N -1.442 2.572 0.908 -0.3 1.3 0.2
N -3.452 -0.629 0.146 0.5 0.3 0.4
C 1.605 0.482 -0.005 -2.2 0.8 1.4
C -1.281 1.464 0.714 0.9 -1.2 -0.3
C 2.740 -0.362 -0.352 1.9 -0.6 -4.4
C 0.218 -0.208 -0.486 3.7 -1.0 2.8
C -0.909 0.078 0.455 -2.6 -0.2 -2.4
H -0.703 -0.463 1.344 -0.8 -0.6 1.0
H 2.604 -0.566 -1.523 0.5 0.1 2.2
H 0.034 -0.165 -1.491 -0.7 0.9 -2.5
H 0.636 -1.255 -0.365 -1.6 0.6 0.2
H 3.698 0.174 -0.334 -0.2 0.1 0.2
H 1.528 0.595 1.110 0.0 0.2 -0.8
H 1.856 1.461 -0.432 -0.8 0.0 0.2
H 2.961 -1.320 0.066 -0.6 -0.7 0.8
```
Forces are in eV/Å.

These are the Löwdin partial charges, in e, on atoms 1 to 6: number 1, O, carries 0.1420; number 2, O, carries 0.0120; number 3, O, carries 0.1171; number 4, N, carries 0.2008; number 5, N, carries -0.4865; number 6, C, carries -0.2561

***

3.
C5H8N2O3 | wB97M-V/def2-TZVPD

Calculated values
- total charge = 0
- SMILES = O=c1cc[nH]c(=O)[nH]1.CO
- E_HOMO (Eh) = -0.3594
- total energy (Eh) = -530.49139
- ΔE to the lowest compared entry with this formula, charge and spin (kcal per mole) = 53.92
- HOMO-LUMO gap (eV) = 9.75
- 2S+1 = 1

The geometry in XYZ format:
```
18
Properties=species:S:1:pos:R:3:forces:R:3
O 4.716 -0.948 0.494 -1.4 2.9 -2.2
O -4.082 -0.387 0.757 3.2 3.6 3.2
O 0.376 -1.701 -0.156 1.9 0.9 0.3
N 2.602 -1.203 -0.110 1.9 -1.2 -1.1
N 1.015 0.367 -0.108 -1.0 8.4 0.9
C -4.918 -0.155 -0.319 1.9 0.5 -2.3
C 1.314 -0.853 -0.118 -3.3 -8.3 -0.7
C 3.331 1.062 -0.030 3.6 0.3 0.0
C 2.033 1.328 -0.076 -1.6 1.3 1.1
C 3.723 -0.337 0.005 0.4 -4.0 3.4
H -5.921 -0.017 -0.036 -1.5 -0.1 0.4
H -4.807 -1.092 -1.008 -0.3 2.0 0.8
H 1.599 2.318 0.135 0.6 -0.3 -0.5
H -4.565 0.851 -0.732 -0.8 -1.6 -0.6
H -3.572 0.576 1.087 -2.5 -4.5 -1.5
H 4.273 1.719 0.152 -2.4 -0.5 -0.5
H 0.069 0.708 0.228 1.7 -1.2 -1.0
H 2.813 -2.234 -0.166 -0.4 1.7 0.3
```
Forces are in eV/Å.

These are the Löwdin partial charges, in e, on atoms 1 to 6: number 1, O, carries 0.0252; number 2, O, carries -0.2091; number 3, O, carries 0.0150; number 4, N, carries 0.1877; number 5, N, carries 0.1224; number 6, C, carries -0.2293

***

4.
C5H8N2O3 | wB97M-V/def2-TZVPD

Calculated values
- total charge = 0
- SMILES = N#CC1=NC[C@@H](O)CO1.O
- E_HOMO (Eh) = -0.3934
- total energy (Eh) = -530.51824
- ΔE to the lowest compared entry with this formula, charge and spin (kcal per mole) = 37.07
- HOMO-LUMO gap (eV) = 10.98
- 2S+1 = 1

The geometry in XYZ format:
```
18
Properties=species:S:1:pos:R:3:forces:R:3
O 0.618 -1.058 -3.347 -0.2 -0.1 -0.1
O -0.297 0.747 1.450 0.6 -0.3 0.1
O -0.470 3.453 3.920 0.5 0.2 0.7
N -1.778 -0.415 -1.324 0.4 0.8 0.8
N -1.994 2.240 0.816 0.2 -0.3 -0.2
C -0.416 2.877 2.644 0.2 -0.2 -0.6
C -1.275 1.213 0.669 -0.6 0.5 -0.1
C -1.759 3.106 1.960 -0.1 0.2 0.2
C -0.165 1.373 2.735 -0.2 0.0 0.2
C -1.518 0.328 -0.478 -0.3 -0.6 -0.4
H 0.425 3.517 4.307 -0.6 -0.1 -0.4
H 0.385 3.334 2.038 -0.2 -0.1 0.1
H -1.849 4.149 1.628 0.0 -0.3 0.1
H -0.893 0.918 3.423 0.2 0.1 -0.1
H 0.849 1.149 3.082 -0.2 0.0 -0.1
H 0.942 -0.614 -2.557 -0.2 -0.1 -0.1
H -2.565 2.937 2.691 0.2 0.0 -0.1
H -0.303 -1.298 -3.160 0.4 0.2 0.1
```
Forces are in eV/Å.

These are the Löwdin partial charges, in e, on atoms 1 to 6: number 1, O, carries -0.0819; number 2, O, carries 0.0025; number 3, O, carries -0.0128; number 4, N, carries 0.1835; number 5, N, carries 0.1350; number 6, C, carries -0.3838

***

5.
C5H8N2S | wB97M-V/def2-TZVPD

Calculated values
- total charge = 0
- SMILES = [H]/N=C/N(C)C(=C)C=S
- E_HOMO (Eh) = -0.2999
- total energy (Eh) = -702.75714
- ΔE to the lowest compared entry with this formula, charge and spin (kcal per mole) = 171.24
- HOMO-LUMO gap (eV) = 6.57
- 2S+1 = 1

The geometry in XYZ format:
```
16
Properties=species:S:1:pos:R:3:forces:R:3
S 2.573 -1.418 0.476 -1.4 1.1 -2.0
N -1.451 -2.447 0.024 4.1 2.6 -8.4
N -0.496 -0.188 -0.227 0.2 1.7 4.3
C -1.282 0.310 1.074 1.4 4.2 -2.6
C 0.585 1.850 -0.270 1.1 1.4 -0.1
C 1.990 -0.124 -0.448 4.5 0.7 3.3
C 0.726 0.488 -0.432 -3.1 3.5 0.2
C -0.661 -1.352 -0.763 -2.0 -6.2 0.6
H -0.265 2.419 0.192 0.3 -1.4 -0.9
H -0.734 0.718 2.031 0.1 -0.6 -2.5
H -1.879 -0.383 1.517 -2.0 -2.4 0.1
H 1.326 2.661 -0.476 0.2 -1.5 0.1
H -1.845 1.227 0.529 0.7 -2.3 2.0
H -1.387 -3.180 -0.919 -0.6 1.9 3.6
H 0.010 -1.316 -1.911 -2.3 -1.0 3.5
H 2.789 0.735 -0.397 -1.3 -1.6 -1.3
```
Forces are in eV/Å.

These are the Löwdin partial charges, in e, on atoms 1 to 6: number 1, S, carries 0.6489; number 2, N, carries -0.0397; number 3, N, carries -0.1685; number 4, C, carries 0.0136; number 5, C, carries 0.1027; number 6, C, carries -0.5845

***

6.
C5H8N2S | wB97M-V/def2-TZVPD

Calculated values
- total charge = 0
- E_HOMO (Eh) = -0.2881
- total energy (Eh) = -702.85190
- ΔE to the lowest compared entry with this formula, charge and spin (kcal per mole) = 111.78
- HOMO-LUMO gap (eV) = 8.52
- 2S+1 = 1

The geometry in XYZ format:
```
16
Properties=species:S:1:pos:R:3:forces:R:3
S 1.914 0.230 -0.235 -0.8 -1.7 0.7
N 1.230 -1.417 -0.120 2.7 0.8 0.2
N -0.898 -0.539 0.050 -3.1 -0.6 1.8
C 0.590 1.124 0.714 5.9 0.4 1.7
C 0.012 -1.524 0.117 -3.0 -3.1 -0.9
C -1.362 1.645 -0.447 0.7 4.8 0.3
C -0.549 0.750 0.088 -4.1 1.2 -2.4
C -2.386 -0.718 0.006 -1.0 -1.6 1.0
H 0.622 0.829 1.798 0.2 0.6 -0.9
H -2.875 0.406 0.547 1.2 -4.1 -2.2
H -1.084 2.795 -0.412 -0.5 -2.6 0.0
H -2.493 -1.069 -1.177 -1.1 1.4 3.2
H -0.601 -2.560 0.113 2.1 1.9 0.3
H 0.827 2.149 0.447 0.0 0.3 0.8
H -2.815 -1.644 0.780 1.6 2.5 -2.4
H -2.351 1.451 -0.719 -0.8 -0.1 -1.1
```
Forces are in eV/Å.

These are the Löwdin partial charges, in e, on atoms 1 to 6: number 1, S, carries 0.8733; number 2, N, carries -0.2562; number 3, N, carries -0.1678; number 4, C, carries -0.4090; number 5, C, carries -0.3513; number 6, C, carries 0.0306

***

7.
C5H8N2S | wB97M-V/def2-TZVPD

Calculated values
- total charge = 0
- SMILES = CCN1C=NC(=S)C1
- E_HOMO (Eh) = -0.2938
- total energy (Eh) = -702.89868
- ΔE to the lowest compared entry with this formula, charge and spin (kcal per mole) = 82.42
- HOMO-LUMO gap (eV) = 7.82
- 2S+1 = 1

The geometry in XYZ format:
```
16
Properties=species:S:1:pos:R:3:forces:R:3
S -1.820 2.422 2.326 -0.8 -0.9 -0.6
N -2.282 -0.021 1.098 -1.5 0.0 -1.0
N -0.273 -0.271 0.025 0.9 0.4 -0.4
C -0.222 0.978 0.700 0.5 4.2 0.5
C 1.433 -0.424 -1.488 3.8 5.4 -3.6
C -1.624 1.095 1.328 2.8 3.1 2.2
C -1.502 -0.664 0.272 -2.2 -5.5 0.5
C 0.977 -1.066 -0.331 -1.2 3.5 4.3
H -0.027 2.137 0.257 -0.2 -3.6 0.1
H 2.375 -0.703 -1.989 -0.8 -1.1 0.0
H 0.523 0.917 1.487 0.1 0.1 0.3
H 1.686 0.722 -1.514 -0.6 -1.6 1.2
H 1.622 -1.170 0.548 -0.3 -0.2 -0.2
H 0.566 -1.859 -0.732 -1.6 -5.2 -0.8
H 0.536 -0.377 -2.037 -0.5 -0.4 -2.1
H -1.968 -1.715 0.050 1.7 1.8 -0.4
```
Forces are in eV/Å.

These are the Löwdin partial charges, in e, on atoms 1 to 6: number 1, S, carries 0.5840; number 2, N, carries 0.0718; number 3, N, carries -0.0790; number 4, C, carries -0.2122; number 5, C, carries -0.1293; number 6, C, carries -0.8745

***

8.
C5H8N2S | wB97M-V/def2-TZVPD

Calculated values
- total charge = 0
- E_HOMO (Eh) = -0.2961
- total energy (Eh) = -702.88459
- ΔE to the lowest compared entry with this formula, charge and spin (kcal per mole) = 91.26
- HOMO-LUMO gap (eV) = 8.87
- 2S+1 = 1

The geometry in XYZ format:
```
16
Properties=species:S:1:pos:R:3:forces:R:3
S 1.416 1.432 -0.032 -0.9 -1.0 -0.3
N -1.607 1.012 -0.783 4.3 -1.6 0.1
N -0.319 -2.053 -0.566 0.7 3.7 0.8
C 2.371 0.123 0.502 -3.1 -2.7 -2.3
C 0.244 0.289 -0.669 -3.6 4.4 0.0
C 0.551 -0.974 -0.430 0.9 -2.5 0.5
C -1.888 1.443 0.573 0.1 -1.8 0.5
C 1.910 -1.154 0.146 -1.5 4.3 0.0
H 0.077 -2.871 -0.335 1.1 -3.6 0.5
H -1.159 2.115 0.992 -0.1 0.8 0.1
H 3.196 0.368 0.995 3.7 0.7 1.8
H -1.006 -1.957 -1.233 -1.6 -0.2 -1.5
H -2.908 1.737 0.488 -0.8 1.2 0.4
H 2.455 -2.046 0.260 0.3 -1.0 0.3
H -1.408 1.930 -1.161 0.4 -0.2 -1.2
H -1.926 0.608 1.254 0.1 -0.6 0.2
```
Forces are in eV/Å.

These are the Löwdin partial charges, in e, on atoms 1 to 6: number 1, S, carries 0.9623; number 2, N, carries -0.0205; number 3, N, carries 0.1346; number 4, C, carries -0.4226; number 5, C, carries -0.3508; number 6, C, carries -0.4260

***

9.
C5H8N3 | wB97M-V/def2-TZVPD

Calculated values
- total charge = +1
- E_HOMO (Eh) = -0.5213
- total energy (Eh) = -359.25337
- ΔE to the lowest compared entry with this formula, charge and spin (kcal per mole) = 63.65
- HOMO-LUMO gap (eV) = 9.22
- 2S+1 = 1

The geometry in XYZ format:
```
16
Properties=species:S:1:pos:R:3:forces:R:3
N -1.744 0.653 0.001 -0.5 1.0 0.8
N 1.616 0.982 -1.610 -1.3 -1.4 2.9
N -0.879 -1.526 -0.568 0.6 2.9 1.8
C 0.500 -0.129 0.908 -0.3 2.5 -0.5
C -0.652 1.014 0.873 2.0 0.9 -0.1
C 1.975 1.464 -2.552 1.4 1.2 -3.2
C -1.862 -0.405 -0.602 -1.5 -2.1 -1.6
C 0.185 -1.331 0.138 0.9 -1.0 0.8
H -2.757 -0.743 -1.255 1.4 1.0 1.1
H -1.227 -2.396 -0.850 0.1 -1.7 -1.0
H 2.365 1.814 -3.481 0.0 0.2 0.0
H 1.348 0.285 0.268 -0.4 -0.5 1.2
H -0.321 2.133 0.537 -0.3 -3.0 0.6
H -0.925 1.142 1.939 -0.7 0.0 -0.8
H 0.830 -0.366 1.975 -0.2 0.1 -1.6
H 1.005 -2.071 0.227 -1.0 -0.2 -0.4
```
Forces are in eV/Å.

These are the Löwdin partial charges, in e, on atoms 1 to 6: number 1, N, carries 0.0740; number 2, N, carries 0.0968; number 3, N, carries 0.1632; number 4, C, carries -0.1295; number 5, C, carries -0.1589; number 6, C, carries 0.0033

***

10.
C5H8N3O4S | wB97M-V/def2-TZVPD

Calculated values
- total charge = -1
- E_HOMO (Eh) = -0.1531
- total energy (Eh) = -1058.61773
- ΔE to the lowest compared entry with this formula, charge and spin (kcal per mole) = 7.92
- HOMO-LUMO gap (eV) = 6.95
- 2S+1 = 1

The geometry in XYZ format:
```
21
Properties=species:S:1:pos:R:3:forces:R:3
S 3.833 1.713 0.173 0.1 1.1 -0.3
O -3.150 1.791 -0.846 -2.0 -0.9 -1.3
O -4.256 0.027 -0.443 -0.9 0.6 -1.3
O 4.096 1.461 -1.467 1.5 -0.2 -0.2
O 4.194 0.587 0.997 0.2 -0.7 0.4
N 0.953 -0.894 -0.711 -0.6 -0.1 0.6
N -4.138 1.021 -1.214 2.4 0.5 2.1
N -0.781 -0.712 0.683 0.6 -0.5 0.0
C 0.798 -2.113 -0.059 -0.4 1.8 -1.2
C -1.989 -0.091 1.304 -0.2 -1.2 -0.3
C 2.759 1.317 -1.147 -2.9 3.1 -0.8
C -0.244 -2.003 0.786 -2.3 -0.2 1.6
C 0.003 -0.109 -0.209 0.8 -0.4 -0.4
H 2.284 0.358 -1.058 0.1 -0.7 -0.4
H -1.763 0.920 1.688 0.2 -0.8 0.5
H 2.061 2.208 -1.595 1.6 -2.2 1.2
H -0.111 0.930 -0.408 -0.2 0.5 -0.4
H -2.330 -0.907 2.024 0.1 1.6 -0.5
H -0.766 -2.709 1.448 0.5 0.3 -0.5
H -2.782 0.139 0.516 0.9 -0.8 1.0
H 1.329 -2.933 -0.461 0.5 -0.8 0.3
```
Forces are in eV/Å.

These are the Löwdin partial charges, in e, on atoms 1 to 6: number 1, S, carries 0.9373; number 2, O, carries -0.2833; number 3, O, carries -0.2604; number 4, O, carries -0.3303; number 5, O, carries -0.4852; number 6, N, carries 0.0076

***

11.
C5H8N4 | wB97M-V/def2-TZVPD

Calculated values
- total charge = 0
- SMILES = CN1C=NN2C[C@H]2C=N1
- E_HOMO (Eh) = -0.3218
- total energy (Eh) = -414.08139
- ΔE to the lowest compared entry with this formula, charge and spin (kcal per mole) = 157.36
- HOMO-LUMO gap (eV) = 9.76
- 2S+1 = 1

The geometry in XYZ format:
```
17
Properties=species:S:1:pos:R:3:forces:R:3
N 0.612 -1.208 -0.255 -0.8 -1.0 -1.8
N -0.719 -0.966 -0.954 2.4 0.0 2.1
N -0.069 1.247 1.322 2.5 -1.7 -1.1
N 1.118 0.999 0.456 -0.4 3.8 2.8
C -1.335 0.725 0.758 -0.2 -2.0 2.2
C 1.237 -2.336 -1.204 1.4 1.0 2.8
C -0.983 2.055 0.626 -1.7 5.4 0.9
C -1.453 -0.118 -0.363 -3.2 -0.9 -5.0
C 1.424 -0.074 -0.038 1.5 -5.5 -0.6
H 1.096 -1.744 -2.113 0.2 -1.6 -0.6
H -0.594 2.658 -0.106 1.1 0.0 -3.0
H -1.890 0.576 1.684 -0.9 -0.5 -0.7
H 2.433 -2.708 -0.990 -3.5 1.6 -0.4
H 0.594 -3.185 -0.888 0.4 0.4 -1.3
H -2.451 0.099 -1.147 2.5 -0.6 2.7
H -1.653 2.830 1.045 0.5 -0.7 1.3
H 2.529 -0.540 -0.138 -1.9 2.2 -0.2
```
Forces are in eV/Å.

These are the Löwdin partial charges, in e, on atoms 1 to 6: number 1, N, carries -0.1546; number 2, N, carries 0.0797; number 3, N, carries 0.0309; number 4, N, carries 0.0564; number 5, C, carries -0.2952; number 6, C, carries -0.0625

***

12.
C5H8N4 | wB97M-V/def2-TZVPD

Calculated values
- total charge = 0
- E_HOMO (spin up / spin down) (Eh) = -0.2856 / -0.2856
- total energy (Eh) = -414.16864
- ΔE to the lowest compared entry with this formula, charge and spin (kcal per mole) = 102.60
- HOMO-LUMO gap (spin up / spin down) (eV) = 8.24 / 8.23
- 2S+1 = 1

The geometry in XYZ format:
```
17
Properties=species:S:1:pos:R:3:forces:R:3
N -2.427 -0.960 0.814 1.3 -0.2 -2.1
N 1.256 -0.155 -0.161 -1.2 -0.3 3.9
N 1.913 1.001 0.131 -1.8 2.1 -0.7
N -3.122 -0.993 -0.343 -1.4 -0.7 1.7
C -2.247 -0.788 -1.285 -1.2 0.7 -1.6
C 0.234 0.051 -1.140 3.0 -1.0 -3.3
C -1.118 -0.731 0.629 -2.1 0.6 -2.6
C -0.035 -0.688 1.493 3.4 2.4 0.8
C -1.032 -0.441 -0.729 0.5 -1.8 1.1
H 0.777 -0.675 -1.936 -1.7 2.1 0.6
H 0.524 -1.538 1.815 0.0 -0.7 -0.1
H 2.519 0.834 0.893 0.7 0.1 0.7
H -2.754 -0.938 1.706 -2.2 -0.4 2.4
H 0.154 1.117 -1.427 0.3 -0.4 -0.4
H 1.271 1.875 0.297 1.5 -2.0 -0.2
H 0.011 0.111 2.292 -0.2 -0.7 -0.9
H -2.667 -0.864 -2.313 0.9 0.3 0.8
```
Forces are in eV/Å.

These are the Löwdin partial charges, in e, on atoms 1 to 6: number 1, N, carries 0.0407; number 2, N, carries -0.0954; number 3, N, carries -0.0303; number 4, N, carries 0.0327; number 5, C, carries -0.1260; number 6, C, carries -0.2319

***

- Look up the total charge of the sixth one.
  0